# 1
# C2H8N2

A cluster of 2 separate species, C2H8N2 in total at a distorted geometry (ωB97M-V/def2-TZVPD, the OMol25 dataset).

```
! RIJCOSX wB97M-V def2-TZVPD def2/J DEFGRID3
* xyz 0 1
C -1.60 1.78 0.25
N -1.49 1.74 1.74
H -2.22 2.65 -0.14
H -2.32 0.78 -0.02
H -0.66 1.79 -0.34
H -1.17 2.58 2.16
H -0.64 1.20 1.91
C 2.30 -2.73 -0.96
N 1.44 -2.26 -1.82
H 2.44 -3.84 -1.10
H 2.88 -2.34 -0.04
H 1.04 -1.36 -1.63
*
```

SMILES: C=N.CN
Gap between HOMO and LUMO: 10.523 eV
Maximum force: 3.6 eV/A

# 2
# C2H8N2

A cluster of 2 separate species, C2H8N2 in total at a distorted geometry (ωB97M-V/def2-TZVPD, the OMol25 dataset).

```
! RIJCOSX wB97M-V def2-TZVPD def2/J DEFGRID3
* xyz 0 1
C 0.76 1.15 0.14
C 0.55 -1.21 -0.02
N -2.03 -0.13 -0.33
N 0.22 -0.05 0.69
H 1.83 1.01 0.61
H 0.95 1.01 -0.90
H 0.30 2.14 0.50
H 1.63 -1.26 -0.34
H 0.28 -2.06 0.70
H 0.02 -1.27 -0.93
H -2.58 -0.14 0.51
H -1.93 0.81 -0.63
*
```

Gap between HOMO and LUMO (alpha / beta): 8.821 / 9.732 eV
Maximum force: 3.1 eV/A

# 3
# C2H8N2

A cluster of 2 separate species, C2H8N2 in total at a distorted geometry (ωB97M-V/def2-TZVPD, the OMol25 dataset).

```
! RIJCOSX wB97M-V def2-TZVPD def2/J DEFGRID3
* xyz 0 1
C -1.29 0.46 -0.04
N -2.49 0.40 0.77
H -0.98 1.50 -0.20
H -1.32 -0.12 -0.96
H -0.55 -0.15 0.50
H -2.68 -0.47 1.21
H -3.24 1.04 0.60
C 2.51 -0.16 -0.21
N 1.98 -1.09 -0.88
H 1.84 0.23 0.57
H 3.55 0.12 -0.14
H 2.68 -1.77 -1.21
*
```

SMILES: C=N.CN
Gap between HOMO and LUMO: 9.605 eV
Maximum force: 1.4 eV/A

# 4
# C2H8N2O

A cluster of 2 separate species, C2H8N2O in total at a distorted geometry (ωB97M-V/def2-TZVPD, the OMol25 dataset).

```
! RIJCOSX wB97M-V def2-TZVPD def2/J DEFGRID3
* xyz 0 1
C -0.27 -0.38 2.26
N -0.16 -0.74 0.83
H -0.62 -1.21 2.87
H 0.68 -0.03 2.64
H -1.03 0.39 2.32
H -1.06 -0.70 0.38
H 0.26 -1.65 0.72
C -0.16 0.74 -2.43
N 0.85 0.70 -1.52
O -1.30 0.39 -2.24
H 0.15 1.17 -3.39
H 0.99 0.08 -0.73
H 1.67 1.25 -1.72
*
```

SMILES: NC=O.CN
Gap between HOMO and LUMO: 10.387 eV
Maximum force: 1.7 eV/A

# 5
# C2H8N2O

A cluster of 2 separate species, C2H8N2O in total at a distorted geometry (ωB97M-V/def2-TZVPD, the OMol25 dataset).

```
! RIJCOSX wB97M-V def2-TZVPD def2/J DEFGRID3
* xyz 0 1
C 0.83 2.05 1.26
N 1.05 0.75 1.19
H 1.22 2.60 2.09
H 0.08 2.53 0.60
H 0.76 0.15 0.38
H 1.82 0.24 1.64
N -1.72 -1.08 -0.71
C -0.38 -1.36 -1.41
O 0.72 -1.01 -0.80
H -1.76 -1.70 0.09
H -1.68 -0.21 -0.13
H -0.36 -2.31 -1.83
H -0.58 -0.67 -2.37
*
```

Gap between HOMO and LUMO: 5.083 eV
Maximum force: 5.5 eV/A

# 6
# C2H8N2O

A cluster of 2 separate species, C2H8N2O in total at a distorted geometry (ωB97M-V/def2-TZVPD, the OMol25 dataset).

```
! RIJCOSX wB97M-V def2-TZVPD def2/J DEFGRID3
* xyz 0 1
O 0.97 0.36 -3.12
C 1.06 0.06 -1.95
H 0.81 0.82 -1.19
H 0.99 -0.98 -1.43
N 0.12 -0.93 2.16
C -0.79 -0.45 1.11
N -1.14 0.95 1.22
H 1.02 -0.99 1.86
H 0.01 -0.24 2.97
H -0.30 -0.58 0.07
H -1.66 -1.08 0.93
H -2.10 1.12 0.98
H -0.95 1.24 2.22
*
```

SMILES: C=O.NCN
Gap between HOMO and LUMO: 9.821 eV
Maximum force: 5.2 eV/A

# 7
# C2H8N2O

A cluster of 2 separate species, C2H8N2O in total at a distorted geometry (ωB97M-V/def2-TZVPD, the OMol25 dataset).

```
! RIJCOSX wB97M-V def2-TZVPD def2/J DEFGRID3
* xyz 0 1
C 1.03 -0.31 0.37
C 0.36 0.93 0.32
N -0.77 1.02 1.19
N 2.09 -0.77 -0.50
H 0.71 -1.12 1.02
H 0.72 1.85 -0.10
H -1.52 1.61 0.69
H -0.61 1.49 2.10
H 1.69 -1.58 -0.84
H 2.15 -0.06 -1.49
H -2.53 -0.56 -1.27
H -1.46 -1.25 -0.32
O -1.86 -1.26 -1.18
*
```

SMILES: N/C=C/N.O
Gap between HOMO and LUMO: 9.203 eV
Maximum force: 5.8 eV/A

# 8
# C2H8N2O

A cluster of 2 separate species, C2H8N2O in total at a distorted geometry (ωB97M-V/def2-TZVPD, the OMol25 dataset).

```
! RIJCOSX wB97M-V def2-TZVPD def2/J DEFGRID3
* xyz 0 1
C 1.18 -0.58 0.03
C 0.15 -0.14 -0.74
N 0.46 0.75 -1.82
N 0.76 -1.63 1.07
H 2.20 -0.61 -0.24
H -0.93 -0.10 -0.37
H -0.31 1.39 -1.96
H 1.35 1.28 -1.76
H 1.06 -2.58 0.78
H 0.91 -1.18 1.87
H -1.43 1.71 1.44
H -2.08 0.35 1.24
O -2.17 1.28 1.06
*
```

SMILES: N/C=C/N.O
Gap between HOMO and LUMO: 9.280 eV
Maximum force: 5.9 eV/A

# 9
# C2H8N2O

A cluster of 2 separate species, C2H8N2O in total at a distorted geometry (ωB97M-V/def2-TZVPD, the OMol25 dataset).

```
! RIJCOSX wB97M-V def2-TZVPD def2/J DEFGRID3
* xyz 1 2
C 0.07 -1.82 -1.39
N 1.37 -1.18 -1.21
C 1.50 -0.02 -0.58
N 2.63 0.15 0.07
H 0.19 -2.71 -1.99
H -0.29 -2.22 -0.44
H -0.58 -1.13 -1.92
H 2.19 -1.77 -1.03
H 0.61 0.59 -0.57
H 2.84 1.13 0.27
H -3.66 2.63 3.59
H -3.08 3.49 2.54
O -3.79 2.85 2.66
*
```

Gap between HOMO and LUMO (alpha / beta): 9.125 / 5.010 eV
Maximum force: 2.2 eV/A
<S²>: 0.785

# 10
# C2H8N2O2

A cluster of 2 separate species, C2H8N2O2 in total at a distorted geometry (ωB97M-V/def2-TZVPD, the OMol25 dataset).

```
! RIJCOSX wB97M-V def2-TZVPD def2/J DEFGRID3
* xyz 0 1
C -0.49 -0.04 -0.39
N 0.89 0.56 -0.33
C 1.00 2.09 -0.42
N 2.15 2.43 0.23
O 0.30 2.86 -1.12
H -0.92 0.24 -1.39
H -0.31 -1.14 -0.29
H -1.05 0.36 0.54
H 1.46 0.25 0.49
H 2.92 1.88 0.00
H 2.34 3.40 0.21
H -2.81 -3.56 0.59
H -3.11 -4.97 1.02
O -2.38 -4.37 0.86
*
```

SMILES: CNC(N)=O.O
Gap between HOMO and LUMO: 10.294 eV
Maximum force: 3.7 eV/A

# 11
# C2H8N2O2

A cluster of 2 separate species, C2H8N2O2 in total at a distorted geometry (ωB97M-V/def2-TZVPD, the OMol25 dataset).

```
! RIJCOSX wB97M-V def2-TZVPD def2/J DEFGRID3
* xyz 0 1
C 0.37 -0.34 2.16
N 0.19 -0.26 0.68
C -0.66 0.70 0.13
N -0.62 0.70 -1.29
O -1.61 1.15 0.72
H 0.52 -1.39 2.42
H -0.42 -0.07 2.78
H 1.25 0.24 2.42
H 1.07 -0.45 0.19
H -0.35 -0.17 -1.76
H -1.44 1.02 -1.75
H 1.55 -2.28 -1.91
H 2.33 -1.05 -2.50
O 1.64 -1.29 -1.90
*
```

SMILES: CNC(N)=O.O
Gap between HOMO and LUMO: 9.785 eV
Maximum force: 3.9 eV/A

# 12
# C2H8N2O2

A cluster of 2 separate species, C2H8N2O2 in total at a distorted geometry (ωB97M-V/def2-TZVPD, the OMol25 dataset).

```
! RIJCOSX wB97M-V def2-TZVPD def2/J DEFGRID3
* xyz 0 1
N -1.70 -0.60 -0.64
C -0.76 -1.58 -0.05
O -1.05 -1.93 1.28
H -1.99 0.08 0.07
H -1.10 -0.06 -1.26
H 0.24 -1.20 -0.20
H -0.88 -2.48 -0.66
H -1.67 -1.28 1.62
C 1.52 1.47 -0.55
N 1.75 0.95 0.74
O 0.47 1.81 -1.01
H 2.49 1.51 -1.10
H 0.89 0.67 1.19
H 2.30 1.64 1.24
*
```

SMILES: NC=O.NCO
Gap between HOMO and LUMO: 10.172 eV
Maximum force: 1.6 eV/A

# 13
# C2H8N2O2

A cluster of 2 separate species, C2H8N2O2 in total at a distorted geometry (ωB97M-V/def2-TZVPD, the OMol25 dataset).

```
! RIJCOSX wB97M-V def2-TZVPD def2/J DEFGRID3
* xyz 0 1
N 1.93 -0.21 1.01
C 1.30 0.69 0.11
O 0.77 0.07 -1.05
H 1.45 -0.33 1.90
H 2.89 0.03 1.26
H 0.43 1.16 0.66
H 1.93 1.50 -0.20
H 0.93 -0.92 -0.91
C -2.10 -0.74 0.07
N -1.92 0.26 -0.87
O -1.44 -0.82 1.09
H -2.75 -1.49 -0.32
H -0.98 0.46 -0.98
H -2.45 0.34 -1.76
*
```

SMILES: NC=O.NCO
Gap between HOMO and LUMO: 10.809 eV
Maximum force: 3.0 eV/A

# 14
# C2H8N2O3

A cluster of 2 separate species, C2H8N2O3 in total at a distorted geometry (ωB97M-V/def2-TZVPD, the OMol25 dataset).

```
! RIJCOSX wB97M-V def2-TZVPD def2/J DEFGRID3
* xyz 0 1
C -0.25 1.41 -0.37
C -1.49 0.51 -0.12
N -1.11 -0.65 0.39
N 2.40 -1.39 -0.21
O -2.09 -1.63 0.62
O 0.75 1.31 0.58
O -2.59 0.73 -0.54
H -0.57 2.40 -0.69
H 0.22 0.97 -1.18
H -0.25 -1.03 0.25
H 1.55 -1.43 0.31
H 2.25 -0.50 -0.81
H 3.25 -1.30 0.38
H 0.78 2.06 1.29
H -2.84 -1.47 0.09
*
```

SMILES: O=C(CO)NO.N
Gap between HOMO and LUMO: 10.266 eV
Maximum force: 4.1 eV/A

# 15
# C2H8N3

The ion C2H8N3 with charge +1 at a distorted geometry (ωB97M-V/def2-TZVPD, the OMol25 dataset).

```
! RIJCOSX wB97M-V def2-TZVPD def2/J DEFGRID3
* xyz 1 3
C 0.24 -0.52 -1.51
C -0.26 0.09 1.79
N -0.33 0.45 -2.23
N 0.69 -0.50 -0.27
N 0.23 0.58 0.49
H 0.57 -1.44 -1.91
H 0.07 -0.90 2.00
H 0.02 0.78 2.50
H -1.35 0.04 1.77
H -0.56 0.34 -3.26
H 1.02 -1.50 0.13
H -0.43 1.36 -1.85
H 0.88 1.31 0.56
*
```

Gap between HOMO and LUMO (alpha / beta): 6.802 / 7.155 eV
Maximum force: 6.5 eV/A
<S²>: 2.007

# 16
# C2H8N3O

A cluster of 2 separate species, C2H8N3O in total at a distorted geometry (ωB97M-V/def2-TZVPD, the OMol25 dataset).

```
! RIJCOSX wB97M-V def2-TZVPD def2/J DEFGRID3
* xyz -1 1
C 0.25 -1.54 -0.35
C -0.83 -0.44 -0.46
N 1.75 2.72 -0.62
N 1.90 2.11 0.51
N -1.41 -0.05 0.77
O -2.32 -1.11 1.20
H 1.03 -1.21 0.33
H -0.19 -2.45 0.05
H 0.69 -1.75 -1.32
H -0.37 0.47 -0.87
H -1.60 -0.80 -1.18
H 2.62 3.24 -0.82
H -2.56 -0.80 2.08
H 1.03 1.59 0.69
*
```

Gap between HOMO and LUMO: 4.329 eV
Maximum force: 3.8 eV/A

# 17
# C2H8N3O

A cluster of 2 separate species, C2H8N3O in total at a distorted geometry (ωB97M-V/def2-TZVPD, the OMol25 dataset).

```
! RIJCOSX wB97M-V def2-TZVPD def2/J DEFGRID3
* xyz 1 1
C -1.26 0.10 -0.20
C 2.25 -0.48 0.41
N -2.55 -0.25 -0.02
N -0.33 -0.75 -0.53
N -0.95 1.40 -0.03
O 2.68 0.46 -0.33
H 2.35 -1.53 0.16
H 1.82 -0.17 1.36
H -2.83 -1.21 -0.11
H -3.26 0.43 0.17
H -0.59 -1.72 -0.53
H -1.68 2.08 0.02
H -0.05 1.72 -0.35
H 3.08 0.20 -1.19
*
```

Gap between HOMO and LUMO: 7.360 eV
Maximum force: 1.9 eV/A

# 18
# C2H8N3OPS

An isolated molecule of C2H8N3OPS at a distorted geometry (ωB97M-V/def2-TZVPD, the OMol25 dataset).

```
! RIJCOSX wB97M-V def2-TZVPD def2/J DEFGRID3
* xyz 0 1
C 1.02 -0.37 -0.72
C 1.96 0.55 -1.48
N -1.16 1.14 1.92
N -1.51 -1.30 1.23
N 0.78 -1.56 -1.09
O 0.54 0.24 0.33
P -1.12 0.25 0.59
S -2.06 0.92 -1.00
H 1.44 1.37 -2.04
H 2.65 0.02 -2.07
H 2.37 1.13 -0.65
H -1.89 0.80 2.65
H -1.26 2.19 2.07
H -2.41 -1.50 0.76
H -0.77 -2.05 1.37
H 1.43 -1.86 -1.85
*
```

SMILES: [H]/N=C(\C)OP(N)(N)=S
Gap between HOMO and LUMO: 9.563 eV
Maximum force: 6.1 eV/A